Entry 1:
The following is a quantum chemistry calculation of C56H140AsB4F22N7O7 as an isolated structure, from OMol25.

Geometry as XYZ:
```
237
Properties=species:S:1:pos:R:3
C -4.92880 6.80945 5.58855
C -4.50953 5.48672 4.99668
N -4.56975 5.46535 3.48674
C -5.84092 6.03932 2.95585
C -3.38197 6.33192 2.99091
C -2.90343 6.17008 1.56486
C -4.47863 4.04310 2.95941
C -3.30516 3.15680 3.13400
O -2.99351 2.85061 4.46700
C -1.96521 1.84655 4.47310
H -4.74300 6.89190 6.68499
H -5.98571 6.92837 5.39105
H -4.36388 7.63129 5.18032
H -5.17067 4.69307 5.36342
H -3.54381 5.17074 5.36136
H -5.99070 7.07867 3.30072
H -6.65376 5.36967 3.28499
H -5.73261 6.15730 1.89507
H -2.55739 6.24451 3.74356
H -3.79062 7.38525 3.09806
H -3.63185 6.50115 0.85847
H -2.62569 5.16819 1.22003
H -1.97885 6.82729 1.52560
H -4.69934 4.15287 1.90078
H -5.35296 3.60330 3.43313
H -2.35276 3.59505 2.69021
H -3.59823 2.28196 2.55013
H -1.07744 2.30416 4.13046
H -2.20500 0.90930 3.88724
H -1.82688 1.51548 5.46611
C 4.33377 1.43994 -1.44389
C 5.16508 2.59074 -2.02882
N 5.14026 3.95039 -1.24914
C 5.79901 4.95604 -2.10327
C 3.65522 4.31541 -1.04627
C 3.39012 5.54906 -0.15852
C 5.86374 3.91555 0.08846
C 7.23824 3.26070 0.15518
O 8.16458 3.98593 -0.71883
C 9.54056 3.37557 -0.59639
H 3.28864 1.42309 -1.75417
H 4.43883 1.44849 -0.33748
H 4.79698 0.50922 -1.75585
H 4.78156 2.73675 -3.02849
H 6.20395 2.32725 -2.20777
H 5.28541 4.97802 -3.05873
H 6.75920 4.56760 -2.30060
H 5.85951 5.91531 -1.62407
H 3.18933 3.40478 -0.62624
H 3.20442 4.37944 -2.00335
H 2.29365 5.73424 -0.31473
H 4.03352 6.43313 -0.33496
H 3.55883 5.37481 0.88687
H 5.19182 3.53124 0.79173
H 6.01028 4.99064 0.42298
H 7.24384 2.13067 -0.10967
H 7.65184 3.29550 1.19965
H 10.23148 3.86920 -1.28888
H 9.51093 2.24174 -0.77541
H 9.92062 3.62023 0.42348
C -7.64419 0.31593 -1.39662
C -6.63971 -0.66464 -0.84889
N -7.28189 -1.62057 0.26901
C -6.16105 -2.44494 0.78466
C -7.93918 -0.80411 1.30591
C -6.99166 0.17877 2.06414
C -8.26469 -2.56959 -0.40163
C -9.00832 -3.64792 0.45829
O -8.12955 -4.59192 1.02329
C -8.63535 -5.81561 1.49677
H -7.84188 1.17381 -0.74801
H -8.52868 -0.20337 -1.76425
H -7.16602 0.67888 -2.32993
H -5.78660 -0.14258 -0.43922
H -6.22586 -1.28457 -1.66827
H -5.29242 -1.86646 1.15253
H -5.85949 -3.19426 0.04803
H -6.54234 -2.96240 1.67386
H -8.36291 -1.49519 2.08139
H -8.75517 -0.26070 0.87065
H -7.57487 0.70275 2.83437
H -6.61857 0.92224 1.33568
H -6.14815 -0.35905 2.52712
H -7.75448 -3.09958 -1.19400
H -9.12393 -1.96127 -0.78287
H -9.74733 -4.14141 -0.18592
H -9.56319 -3.07723 1.19581
H -8.99569 -6.55146 0.79121
H -9.50420 -5.61367 2.09165
H -7.90303 -6.26449 2.21341
C 1.30230 -1.65762 7.90443
C 1.14748 -1.37449 6.43945
N 2.41393 -1.20069 5.65874
C 2.18230 -1.00994 4.19638
C 3.14188 0.06917 6.19148
C 2.31500 1.20400 6.62491
C 3.21323 -2.49118 5.69367
C 4.59249 -2.37496 5.14187
O 5.50833 -2.13934 6.18821
C 6.79555 -1.79733 5.80759
H 0.36415 -1.66944 8.40666
H 1.95762 -0.92528 8.37624
H 1.61247 -2.68307 8.13702
H 0.63887 -0.43772 6.25772
H 0.53289 -2.14650 5.98049
H 1.40596 -0.19801 4.15020
H 1.73385 -1.87740 3.68998
H 3.00655 -0.63923 3.62845
H 3.76642 0.39029 5.35387
H 3.77540 -0.28295 7.00023
H 2.91703 2.08498 6.76432
H 1.76830 0.96951 7.54875
H 1.51833 1.43232 5.92952
H 2.68979 -3.32587 5.16736
H 3.31735 -2.76502 6.74995
H 4.57395 -1.58254 4.31933
H 4.89534 -3.25326 4.55052
H 6.76049 -0.97522 5.08049
H 7.43478 -2.57212 5.40643
H 7.28719 -1.33711 6.63965
C 7.10004 -5.66916 -0.35716
C 6.23630 -5.77605 -1.65942
N 5.16796 -6.82749 -1.82449
C 3.89400 -6.34353 -1.17949
C 4.89053 -6.98204 -3.35344
C 4.29591 -5.75019 -3.96301
C 5.53195 -8.20771 -1.24970
C 6.62179 -9.04173 -2.08081
O 7.64735 -8.19484 -2.49008
C 8.56922 -8.90496 -3.31298
H 6.57678 -5.47625 0.58799
H 7.70914 -4.75442 -0.49633
H 7.75249 -6.55034 -0.34915
H 6.94618 -5.97004 -2.47406
H 5.76852 -4.81392 -1.71852
H 3.62514 -5.38314 -1.62732
H 4.20390 -6.16995 -0.16137
H 3.14582 -7.11815 -1.30354
H 4.18780 -7.79479 -3.51679
H 5.81384 -7.32419 -3.87919
H 3.23583 -5.76907 -3.73789
H 4.48293 -5.81221 -5.01456
H 4.60115 -4.76721 -3.59058
H 4.66737 -8.85673 -1.30290
H 5.80263 -7.98751 -0.21090
H 6.03451 -9.33207 -2.95643
H 6.95007 -9.85483 -1.39641
H 9.25502 -8.14507 -3.57065
H 8.06305 -9.25057 -4.15984
H 9.06334 -9.75237 -2.84925
C -0.54505 -1.17990 -5.84741
C -1.13807 0.05676 -5.11983
N -2.03233 0.93024 -6.09069
C -1.09377 1.45771 -7.22564
C -3.14381 0.05785 -6.56880
C -4.18941 0.69602 -7.35820
C -2.55640 2.04900 -5.27066
C -1.54153 2.98394 -4.66390
O -0.97335 3.90814 -5.50673
C 0.13248 4.52844 -4.85759
H -0.23919 -0.92231 -6.84979
H -1.31367 -1.95510 -5.84596
H 0.29847 -1.58792 -5.30170
H -0.34506 0.67978 -4.80553
H -1.81648 -0.13967 -4.29077
H -1.71455 2.14333 -7.82433
H -0.72558 0.51107 -7.69144
H -0.27847 1.99486 -6.73952
H -3.57736 -0.39420 -5.67473
H -2.70671 -0.72870 -7.14910
H -3.96937 0.91165 -8.43028
H -4.65243 1.59971 -6.92361
H -5.11183 0.04151 -7.33171
H -3.27226 1.60972 -4.56956
H -3.07196 2.69521 -5.95364
H -0.79479 2.34112 -4.16373
H -2.06722 3.49137 -3.81240
H 0.46193 5.24659 -5.57533
H 0.96134 3.78914 -4.72983
H -0.14129 4.94030 -3.89847
C -0.33974 2.19069 -0.34510
C -0.67042 0.92516 -1.03587
N -0.65025 -0.22837 -0.13723
C 0.71137 -0.41486 0.52224
C -1.66252 0.02928 1.03848
C -3.09583 0.33325 0.61526
C -1.14451 -1.50738 -0.83297
C -0.18597 -1.83433 -1.99240
O 0.83164 -2.61948 -1.48011
C 1.92051 -2.46819 -2.39327
H -0.48073 2.95791 -1.04921
H 0.73257 2.23603 0.01400
H -0.97816 2.42091 0.54477
H -0.10445 0.62474 -1.88675
H -1.73907 0.99211 -1.35743
H 1.00047 0.48642 1.00988
H 1.29518 -0.72050 -0.31744
H 0.61168 -1.23213 1.22686
H -1.23698 0.78391 1.66481
H -1.68444 -0.90538 1.56963
H -3.43914 -0.55949 0.09351
H -3.21740 1.25526 0.02911
H -3.78655 0.43807 1.47577
H -2.13624 -1.47886 -1.22913
H -1.03879 -2.30645 -0.08059
H 0.25114 -0.99174 -2.50144
H -0.74054 -2.35536 -2.77333
H 2.79490 -3.05245 -2.14194
H 2.28764 -1.41685 -2.47890
H 1.60470 -2.67336 -3.43309
B -4.13857 -1.64985 -3.03039
F -3.46739 -0.45250 -2.75300
F -4.39888 -2.39384 -1.84182
F -5.31205 -1.37924 -3.73651
F -3.23811 -2.38946 -3.81157
B 3.09878 1.82261 2.55578
F 3.54844 1.78701 3.82507
F 1.77806 2.13848 2.40772
F 3.88918 2.74006 1.88979
F 3.33508 0.53320 1.94405
B -0.90517 -2.76514 3.40927
F -1.64316 -2.90997 2.25231
F -0.64839 -1.43783 3.62478
F -1.62869 -3.33343 4.46220
F 0.29119 -3.42945 3.31411
B 2.32240 1.13652 -4.53906
F 1.42053 0.34452 -3.85688
F 3.53078 0.48224 -4.57559
F 1.78798 1.43659 -5.73898
F 2.54100 2.31190 -3.78412
As -4.87728 3.64410 -1.06999
F -6.51050 3.37557 -1.60414
F -5.33845 5.11561 -0.26698
F -3.33767 3.84178 -0.33048
F -4.33716 2.30503 -1.89462
F -4.43854 4.67842 -2.39560
F -5.28223 2.73388 0.34809
```

Results
charge	+2
Kohn-Sham gap	9.4	eV
E	-7660.18970	Eh
E_LUMO	-3.18	eV
HOMO energy	-0.4609	Eh

Atom charges from the Mulliken analysis, given in e for atoms 1 to 99:
1. C -1.3123
2. C -0.4272
3. N 0.5945
4. C -0.9511
5. C -0.3052
6. C -0.7833
7. C -1.5168
8. C 1.1494
9. O -0.5177
10. C -0.7470
11. H 0.4064
12. H 0.3426
13. H 0.3415
14. H 0.3467
15. H 0.4641
16. H 0.4334
17. H 0.3312
18. H 0.3212
19. H 0.3798
20. H 0.4330
21. H 0.3053
22. H -0.2192
23. H 0.4333
24. H 0.3727
25. H 0.5398
26. H 0.1190
27. H -0.6672
28. H 0.4537
29. H 0.2087
30. H 0.4158
31. C -0.5832
32. C -0.9327
33. N 0.6165
34. C -1.2360
35. C -0.1539
36. C -1.3822
37. C 0.1307
38. C -0.8032
39. O -0.3339
40. C -0.7049
41. H -0.3580
42. H 0.1821
43. H 0.5762
44. H 0.6040
45. H 0.5609
46. H 0.3024
47. H 0.5904
48. H 0.4054
49. H -0.1825
50. H 0.6846
51. H 0.3781
52. H 0.3279
53. H 0.3119
54. H -0.1475
55. H 0.4849
56. H 0.3303
57. H 0.5599
58. H 0.2733
59. H 0.2792
60. H 0.2903
61. C -1.5465
62. C 0.8961
63. N 1.2569
64. C -0.9688
65. C -0.6566
66. C -0.9720
67. C -0.5948
68. C -0.9782
69. O -0.2468
70. C -0.8961
71. H 0.3278
72. H 0.3704
73. H 0.3646
74. H -0.5359
75. H -0.0511
76. H 0.0560
77. H 0.2900
78. H 0.4883
79. H 0.4101
80. H 0.4684
81. H 0.4772
82. H -0.0016
83. H 0.3181
84. H 0.4279
85. H 0.2864
86. H 0.4924
87. H 0.3953
88. H 0.3275
89. H 0.3784
90. H 0.2562
91. C -1.6139
92. C -0.1501
93. N 1.3130
94. C -1.5073
95. C -0.3547
96. C -1.6129
97. C -0.6815
98. C -0.3408
99. O -0.3654

***

Entry 2:
The following is a quantum chemistry calculation of a 3-piece molecular cluster, C7H18NO3S overall, from OMol25.

Geometry as XYZ:
```
30
Properties=species:S:1:pos:R:3
C 1.61856 -3.53140 0.29222
C 3.23393 -0.15355 -0.96464
C -0.40080 1.88391 -0.82328
C -0.13288 0.93545 1.40013
C -2.22503 2.20071 0.76333
C 2.59179 -2.38549 0.01882
C 2.27463 -1.33741 -0.77547
N -1.20851 1.31986 0.32623
O -3.81246 -0.03164 -1.42109
O -4.44366 0.12146 0.91840
O -1.68034 0.09339 0.00160
S -4.85089 -0.27742 -0.44108
H 1.69303 -3.75745 1.46303
H 0.64870 -3.24656 0.10774
H 1.87400 -4.38440 -0.45029
H 3.61189 0.00677 -2.13313
H 2.75183 0.80261 -0.81480
H 4.07406 -0.26792 -0.32521
H -1.06768 1.88313 -1.65514
H -0.06506 2.87456 -0.49968
H 0.29972 1.09919 -0.91875
H 0.39138 -0.03411 1.11225
H 0.48106 1.78922 1.31451
H -0.59771 0.92902 2.40151
H -2.73458 1.50872 1.46313
H -1.70653 3.06639 1.23121
H -2.94502 2.44359 0.04129
H -2.53690 0.12237 -0.77507
H 3.51222 -2.48824 0.45221
H 1.35123 -1.18478 -1.30999
```

Results
charge	+1
Kohn-Sham gap	5.8	eV
E	-955.75729	Eh
E_LUMO	-5.86	eV
HOMO energy	-0.4267	Eh

Electronic structure analysis, Mulliken charges in units of e:
1. C -1.0103
2. C -1.0931
3. C -0.6693
4. C -0.5728
5. C -0.8731
6. C -0.3130
7. C -0.0499
8. N 0.1213
9. O -0.4148
10. O -0.3232
11. O -0.5265
12. S 0.7956
13. H 0.2734
14. H 0.2633
15. H 0.2907
16. H 0.2496
17. H 0.2254
18. H 0.3390
19. H 0.3813
20. H 0.3848
21. H 0.2022
22. H 0.2061
23. H 0.3683
24. H 0.3073
25. H 0.4078
26. H 0.3903
27. H 0.3217
28. H 0.4389
29. H 0.4531
30. H 0.4257

***

Entry 3:
The following is a quantum chemistry calculation of one molecule with the formula C6H10O, from OMol25.

Geometry as XYZ:
```
17
Properties=species:S:1:pos:R:3
O 1.73889 -0.79383 1.20658
C 1.31879 -0.49517 -0.12460
C 0.03882 -1.24551 -0.49612
C -1.14046 -0.68233 0.29465
C -1.36681 0.79689 -0.03982
C -0.08033 1.56176 -0.22568
C 1.12426 0.99269 -0.28865
H 1.24277 -0.21037 1.79510
H 2.14292 -0.84112 -0.75776
H 0.17292 -2.31445 -0.29859
H -0.13637 -1.12504 -1.57528
H -0.92819 -0.79802 1.36697
H -2.05224 -1.25685 0.10072
H -1.95834 0.88610 -0.96233
H -1.96600 1.27867 0.74407
H -0.16789 2.64303 -0.33125
H 2.01725 1.60353 -0.40799
```

Results
structure (SMILES)	O[C@@H]1C=CCCC1
Kohn-Sham gap	10.6	eV
E	-309.84177	Eh
E_LUMO	0.99	eV
energy above the lowest of the compared OMol25 structures with the same formula, charge and spin	0.4	kcal/mol
HOMO energy	-0.3525	Eh

Electronic structure analysis, Mulliken charges in units of e:
1. O -0.5775
2. C -0.0839
3. C -0.6652
4. C -0.7183
5. C -0.4757
6. C -0.2466
7. C -0.6143
8. H 0.4187
9. H 0.3618
10. H 0.3191
11. H 0.3139
12. H 0.2885
13. H 0.3190
14. H 0.2776
15. H 0.3417
16. H 0.3683
17. H 0.3729

***

Entry 4:
The following is a quantum chemistry calculation of a 4-piece molecular cluster, C3H5NO2 overall, from OMol25.

Geometry as XYZ:
```
11
Properties=species:S:1:pos:R:3
N -1.59957 -0.30937 2.09292
C -1.69714 -0.18592 0.94332
O -0.76122 0.22324 -1.17638
C 0.18322 0.96816 -1.11218
C 1.48767 -0.75328 0.00036
O 2.32207 0.08327 -0.09998
H 0.75999 -1.17564 1.81941
H -2.20689 -0.29019 0.01970
H 0.28531 1.73186 -0.32213
H 0.76512 1.18098 -2.01871
H 0.79472 -1.47800 -0.48818
```

Results
Kohn-Sham gap (spin up / spin down)	8.5 / 8.5	eV
E	-322.29302	Eh
E_LUMO (spin up / spin down)	-0.19 / -0.19	eV
energy above the lowest of the compared OMol25 structures with the same formula, charge and spin	176.5	kcal/mol
HOMO energy (spin up / spin down)	-0.3188 / -0.3188	Eh

Electronic structure analysis, Mulliken charges in units of e:
1. N -0.4116
2. C 0.0996
3. O -0.4649
4. C -0.2463
5. C -0.0571
6. O -0.3260
7. H 0.0590
8. H 0.3414
9. H 0.2971
10. H 0.3599
11. H 0.3489

***

Copy entry 4 word for word.
The following is a quantum chemistry calculation of a 4-piece molecular cluster, C3H5NO2 overall, from OMol25.

Geometry as XYZ:
```
11
Properties=species:S:1:pos:R:3
N -1.59957 -0.30937 2.09292
C -1.69714 -0.18592 0.94332
O -0.76122 0.22324 -1.17638
C 0.18322 0.96816 -1.11218
C 1.48767 -0.75328 0.00036
O 2.32207 0.08327 -0.09998
H 0.75999 -1.17564 1.81941
H -2.20689 -0.29019 0.01970
H 0.28531 1.73186 -0.32213
H 0.76512 1.18098 -2.01871
H 0.79472 -1.47800 -0.48818
```

Results
Kohn-Sham gap (spin up / spin down)	8.5 / 8.5	eV
E	-322.29302	Eh
E_LUMO (spin up / spin down)	-0.19 / -0.19	eV
energy above the lowest of the compared OMol25 structures with the same formula, charge and spin	176.5	kcal/mol
HOMO energy (spin up / spin down)	-0.3188 / -0.3188	Eh

Electronic structure analysis, Mulliken charges in units of e:
1. N -0.4116
2. C 0.0996
3. O -0.4649
4. C -0.2463
5. C -0.0571
6. O -0.3260
7. H 0.0590
8. H 0.3414
9. H 0.2971
10. H 0.3599
11. H 0.3489

***

Q: E of number 4 (C3H5NO2)?
A: -322.29302 Eh

***

Q: Which of these has the highest E?
A: C6H10O